(1)
{
  "formula": "C12H27GaN2O2",
  "method": "ωB97M-V/def2-TZVPD",
  "e_tot_ha": -2657.9582,
  "spin_multiplicity": 1,
  "lumo_ev": -3.730,
  "symbols": ["N", "C", "O", "C", "C", "Ga", "H", "H", "H", "H", "H", "H", "H", "H", "H", "C", "C", "C", "C", "C", "C", "N", "O", "C", "C", "C", "H", "H", "H", "H", "H", "H", "H", "H", "H", "H", "H", "H", "H", "H", "H", "H", "H", "H"],
  "positions_angstrom": [[1.9655, 1.0073, -2.9466], [2.3734, 2.3058, -3.3804], [3.4411, 2.4568, -3.9092], [1.4395, 3.4757, -3.1648], [0.2787, 3.2149, -2.1892], [-1.2578, 2.1624, -3.0845], [1.1261, 0.7317, -3.4499], [1.7684, 1.0261, -1.9582], [1.0453, 3.8018, -4.1292], [2.0577, 4.2981, -2.7940], [-0.1345, 4.1514, -1.8119], [0.6744, 2.6843, -1.3175], [-1.8837, 1.2563, -1.8443], [-0.6425, 1.2225, -4.2390], [-2.3308, 3.1715, -3.6912], [0.9814, -2.6605, 0.5528], [0.9329, -1.2135, 1.0697], [1.1186, -1.1671, 2.5892], [-0.0679, -1.7258, 3.3722], [-1.3709, -1.0273, 2.9881], [-1.6661, -1.0075, 1.4838], [-0.4035, -0.5486, 0.7761], [-0.3392, 0.6306, 0.6824], [-2.1186, -2.3915, 0.9911], [-2.7979, -0.0391, 1.1685], [2.0506, -0.4687, 0.3572], [2.0172, -2.9891, 0.5407], [0.4386, -3.3671, 1.1732], [0.6005, -2.7286, -0.4659], [1.2938, -0.1302, 2.8930], [2.0270, -1.7227, 2.8193], [-0.1538, -2.8036, 3.2213], [0.1098, -1.5835, 4.4382], [-2.2191, -1.5074, 3.4744], [-1.3392, 0.0047, 3.3506], [-2.1329, -2.4340, -0.0978], [-3.1309, -2.5716, 1.3427], [-1.5087, -3.2105, 1.3613], [-2.6210, 0.9540, 1.5755], [-3.7082, -0.4284, 1.6177], [-2.9513, 0.0588, 0.0942], [1.9014, -0.4725, -0.7219], [2.9866, -0.9781, 0.5690], [2.1500, 0.5624, 0.6931]],
  "atomic_forces_ev_per_a": [[0.6954, -0.7171, -0.1430], [-0.0662, 0.3625, -0.2707], [0.2488, -0.0240, -0.0923], [-0.4777, 0.4026, 0.8622], [-0.0995, -0.4381, -0.4179], [0.1830, 0.2376, 0.4246], [-0.2604, 0.1350, 0.1716], [-0.4397, 0.2410, -0.0098], [0.1497, -0.0961, -0.1904], [0.2242, 0.0192, -0.2317], [0.0657, 0.1198, -0.0867], [-0.0800, 0.0057, 0.1812], [0.0182, -0.1624, 0.0050], [-0.0046, -0.1458, 0.0390], [-0.0850, -0.0528, 0.0483], [-0.3968, -0.0961, 0.0169], [1.0367, -1.4942, -1.3371], [-0.5887, 0.3241, 0.5027], [-0.0420, -0.1065, -0.1556], [0.7693, 0.2603, 0.2946], [-1.6861, -1.3143, -0.8944], [0.5437, 1.2164, 3.5383], [-0.0919, 0.3695, -1.6338], [0.3719, -0.1610, -0.1106], [0.1772, 0.4080, -0.0512], [-0.2033, 0.5691, 0.0302], [0.0651, 0.1044, -0.0105], [-0.0286, 0.0349, 0.0025], [0.0306, 0.0066, -0.0245], [-0.0016, 0.0301, -0.0958], [0.0464, -0.0391, -0.1371], [0.0085, -0.0041, -0.0214], [0.0020, -0.0061, 0.0165], [-0.0946, -0.0167, -0.1136], [-0.0131, 0.0400, -0.0988], [-0.0310, 0.0161, -0.0151], [-0.0445, 0.1148, 0.0217], [0.0213, 0.0296, 0.0022], [0.0341, 0.0250, -0.0367], [0.0084, -0.0749, 0.0471], [0.0352, 0.0256, -0.0351], [0.0432, -0.0972, 0.0040], [0.0018, -0.0679, 0.0272], [-0.0448, 0.0163, -0.0222]],
  "lowdin_charge": [0.082, -0.512, 0.077, -0.234, -0.375, 0.258, 0.005, 0.024, 0.107, 0.104, 0.028, 0.005, -0.138, -0.114, -0.143, -0.009, -0.438, -0.109, -0.156, -0.109, -0.443, 0.048, 0.204, -0.010, -0.024, -0.014, 0.100, 0.066, 0.107, 0.137, 0.140, 0.110, 0.124, 0.139, 0.135, 0.107, 0.098, 0.067, 0.095, 0.101, 0.075, 0.084, 0.106, 0.098]
}


(2)
{
  "formula": "C12H27MoO7S2Si",
  "method": "ωB97M-V/def2-TZVPD",
  "s_squared": 2.0209,
  "e_tot_ha": -2154.1245,
  "total_charge": 1,
  "e_above_lowest_kj_mol": 0.00,
  "spin_multiplicity": 3,
  "lumo_ev": [-6.109, -5.335],
  "symbols": ["Mo", "O", "S", "O", "O", "O", "C", "C", "C", "C", "O", "Si", "S", "O", "C", "C", "C", "C", "O", "C", "C", "C", "C", "H", "H", "H", "H", "H", "H", "H", "H", "H", "H", "H", "H", "H", "H", "H", "H", "H", "H", "H", "H", "H", "H", "H", "H", "H", "H", "H"],
  "positions_angstrom": [[0.0493, 0.4334, 0.3820], [1.0309, -1.8089, 2.9864], [1.2254, -0.4522, 2.6361], [2.0696, 0.4164, 3.3583], [1.6047, -0.3944, 1.0522], [-0.1699, 0.2291, 2.3288], [-3.3939, -0.9844, 1.4808], [-2.7188, -0.9094, 0.1288], [-3.6878, -0.9756, -1.0294], [-1.5722, -1.9008, -0.0076], [-2.0115, 0.4161, 0.0693], [-2.3337, 2.0320, -0.3315], [-0.1958, 2.5576, -0.3130], [-2.8479, 2.0206, -1.8377], [-3.4510, 3.0948, -2.6469], [-2.7127, 4.3935, -2.3655], [-4.9180, 3.1844, -2.2668], [-3.2678, 2.6543, -4.0859], [-3.2607, 2.7854, 0.6996], [-3.2303, 3.4231, 2.0241], [-2.7319, 4.8424, 1.8220], [-2.3167, 2.6282, 2.9378], [-4.6669, 3.3966, 2.5099], [-3.8976, -1.9464, 1.5777], [-4.1426, -0.1973, 1.5754], [-2.6669, -0.8907, 2.2879], [-4.1696, -1.9535, -1.0277], [-3.1792, -0.8348, -1.9824], [-4.4634, -0.2160, -0.9291], [-1.9346, -2.9286, 0.0100], [-0.8848, -1.8494, 0.8545], [-1.0489, -1.7744, -0.9634], [-2.8210, 4.6898, -1.3186], [-3.1247, 5.1963, -2.9764], [-1.6530, 4.2974, -2.6082], [-5.0325, 3.4592, -1.2177], [-5.4146, 2.2293, -2.4406], [-5.4123, 3.9407, -2.8768], [-2.2091, 2.5557, -4.3259], [-3.7073, 3.3908, -4.7582], [-3.7590, 1.6963, -4.2563], [-1.7153, 4.8457, 1.4240], [-2.7213, 5.3703, 2.7755], [-3.3849, 5.3851, 1.1382], [-1.2812, 2.6602, 2.5953], [-2.6392, 1.5883, 3.0049], [-2.3431, 3.0534, 3.9411], [-5.3187, 3.9169, 1.8086], [-4.7377, 3.8906, 3.4788], [-5.0175, 2.3701, 2.6220]],
  "atomic_forces_ev_per_a": [[-0.0426, 0.1263, -0.0483], [-0.0091, -0.0095, 0.0202], [-0.0055, 0.0213, 0.0211], [0.0060, -0.0050, 0.0094], [0.0422, -0.0123, -0.0286], [0.0168, -0.0409, 0.0360], [0.0053, -0.0025, -0.0091], [-0.0137, -0.0062, 0.0023], [0.0102, 0.0023, 0.0088], [-0.0040, 0.0159, 0.0401], [0.0012, 0.0779, -0.0329], [-0.0212, -0.0464, -0.0182], [0.0679, -0.0892, 0.0399], [-0.0148, 0.0081, 0.0247], [-0.0118, 0.0053, -0.0163], [0.0047, -0.0159, 0.0086], [0.0013, 0.0013, -0.0005], [-0.0019, -0.0080, 0.0053], [-0.0357, -0.0178, -0.0096], [0.0164, 0.0016, 0.0196], [0.0044, -0.0095, -0.0082], [-0.0089, 0.0090, 0.0010], [0.0076, -0.0038, -0.0041], [0.0003, -0.0028, 0.0021], [-0.0011, -0.0010, 0.0012], [-0.0029, 0.0006, -0.0023], [-0.0040, -0.0005, -0.0019], [-0.0019, -0.0011, -0.0027], [0.0001, 0.0006, -0.0034], [0.0004, -0.0021, -0.0168], [-0.0041, -0.0014, -0.0088], [0.0029, -0.0060, -0.0119], [0.0027, 0.0036, -0.0008], [-0.0053, -0.0010, -0.0036], [0.0006, 0.0016, -0.0011], [-0.0020, 0.0003, -0.0002], [-0.0009, -0.0002, -0.0005], [-0.0010, 0.0012, 0.0005], [-0.0008, -0.0003, -0.0013], [-0.0015, 0.0021, -0.0014], [-0.0010, 0.0008, -0.0026], [0.0008, 0.0034, -0.0004], [-0.0001, -0.0024, 0.0007], [0.0007, 0.0011, 0.0004], [-0.0014, 0.0005, -0.0013], [0.0035, 0.0033, -0.0013], [0.0013, -0.0028, -0.0006], [-0.0001, 0.0006, -0.0021], [0.0015, -0.0003, 0.0005], [-0.0013, 0.0001, -0.0014]],
  "lowdin_spin": [1.808, 0.003, 0.016, 0.009, 0.019, 0.071, 0.001, 0.003, 0.001, 0.013, 0.056, 0.012, -0.021, -0.001, 0.000, -0.001, 0.000, 0.000, 0.004, 0.000, 0.000, -0.001, 0.000, 0.000, 0.000, 0.000, 0.000, 0.000, 0.000, 0.001, 0.001, 0.006, 0.000, 0.000, -0.001, 0.000, 0.000, 0.000, 0.000, 0.000, 0.000, 0.000, 0.000, 0.000, -0.001, 0.000, 0.000, 0.000, 0.000, 0.000]
}